Entry 1:
{"formula": "C28H34ClN3O2S2SiSn", "method": "ωB97M-V with the def2-TZVPD basis set", "e_lumo_ev": [4.41, 4.38], "charge": -2, "homo_lumo_gap_ev": [4.49, 5.20], "relative_energy_ev": 0.000, "largest_force_ev_per_a": 1.67, "e_tot_ha": -3162.442279, "symbols": ["C", "Cl", "H", "H", "C", "H", "H", "H", "C", "H", "C", "H", "C", "H", "H", "H", "C", "C", "H", "C", "C", "S", "H", "H", "C", "C", "N", "C", "C", "H", "H", "H", "H", "N", "H", "C", "C", "C", "C", "H", "H", "C", "H", "C", "H", "H", "H", "C", "H", "C", "C", "Sn", "H", "C", "N", "H", "H", "O", "C", "H", "C", "S", "C", "H", "H", "Si", "O", "H", "C", "C", "H", "H"], "positions_angstrom": [[-14.4756, -5.1266, 5.5081], [-16.0990, -2.9638, 10.5698], [-16.4970, 0.0462, 10.1023], [-16.4819, -6.7580, 9.5231], [-19.3243, -0.8898, 8.8117], [-16.4137, -7.8725, 6.5386], [-13.4561, -3.7792, 6.8919], [-17.9581, 0.7292, 11.9679], [-20.2910, -0.4462, 9.7896], [-22.6322, -2.3989, 5.8538], [-14.1745, 2.3485, 3.6609], [-18.0891, -7.2923, 6.1840], [-13.8592, 0.2557, 5.4629], [-18.7225, -5.9829, 8.8447], [-15.0552, -6.9123, 4.2871], [-12.1782, 1.8729, 3.0028], [-21.6996, -0.6221, 9.4735], [-14.3102, -6.6086, 5.0548], [-17.1898, -4.4573, 3.8467], [-21.5849, -2.2421, 6.0878], [-18.2784, -5.2963, 8.1017], [-13.6085, -1.0972, 6.5389], [-14.2733, 3.1270, 2.9041], [-17.1526, -6.1896, 4.3105], [-22.1392, -1.2146, 8.2679], [-19.2489, -2.3965, 5.5258], [-22.6941, -0.1688, 10.3393], [-16.9685, -5.9428, 7.5480], [-12.9813, 1.6334, 3.6922], [-13.1609, -4.3461, 3.9165], [-18.4272, -5.1063, 4.9660], [-13.3166, -6.7538, 4.5730], [-11.8927, -0.0023, 4.6362], [-17.9879, -0.7871, 8.9821], [-13.5075, -5.4957, 7.4891], [-19.7796, 0.1608, 10.9838], [-15.1457, -2.2628, 9.2473], [-15.9802, -6.1540, 8.7302], [-15.2244, 2.0697, 4.5202], [-23.2197, -1.3377, 8.0978], [-19.0151, -5.1207, 7.2852], [-13.3920, -4.8490, 6.5891], [-18.0592, -4.3292, 8.5847], [-21.1979, -1.6623, 7.3149], [-14.3523, -7.3331, 5.8878], [-14.9010, -4.4011, 3.4407], [-20.4350, 0.4908, 11.7887], [-20.6042, -2.6231, 5.2023], [-17.7009, -8.0030, 7.7689], [-17.3081, -7.3455, 6.9543], [-18.4230, 0.2863, 11.0833], [-16.1157, -1.7275, 7.2479], [-15.6608, -5.1941, 9.1837], [-17.3539, -5.1628, 4.7014], [-18.8268, -1.8983, 6.6749], [-16.1669, 2.6265, 4.4758], [-14.3058, -3.1225, 4.5753], [-23.8833, -0.4288, 10.0022], [-15.0563, 1.0530, 5.4701], [-12.3783, -5.0313, 6.1702], [-17.5681, -0.1468, 10.0609], [-16.3265, 0.8321, 6.6588], [-14.2024, -4.1913, 4.2838], [-18.4864, -2.6180, 4.7754], [-20.8273, -3.0942, 4.2510], [-16.2702, -4.7561, 6.1613], [-22.3945, 0.4510, 11.3979], [-14.2735, -2.9182, 9.1143], [-12.8115, 0.5897, 4.5911], [-19.7546, -1.5225, 7.5681], [-15.0865, -6.7162, 8.4052], [-14.7684, -1.3101, 9.6671]], "forces_ev_per_angstrom": [[0.51, -0.71, -0.07], [-0.49, -0.45, 0.44], [-0.16, -0.17, 0.18], [0.26, 0.33, -0.34], [-0.47, -0.33, 0.55], [-0.64, 0.51, 0.20], [0.19, -0.73, -0.08], [-0.23, -0.04, -0.26], [0.51, 0.15, -0.34], [-0.01, 0.07, 0.12], [0.12, 0.40, -0.72], [0.24, 0.01, 0.11], [-0.34, 0.53, 0.03], [0.01, 0.25, -0.16], [0.28, 0.19, 0.49], [-0.06, 0.09, -0.02], [-0.44, 0.07, -0.17], [0.16, 0.01, -0.47], [-0.14, -0.49, 0.66], [0.53, -0.28, -0.18], [0.39, -0.16, -0.49], [0.03, -0.19, 0.34], [-0.10, -0.04, 0.17], [-0.16, 0.58, 0.22], [0.36, -0.03, 0.30], [0.04, -0.20, -0.41], [0.35, -0.56, -0.66], [0.15, -0.47, 0.05], [0.16, -0.10, 0.10], [-0.53, 0.07, 0.19], [0.44, -0.05, -0.13], [-0.31, 0.14, 0.21], [-0.32, 0.23, -0.10], [-0.46, 0.79, 0.35], [0.00, 0.44, -0.59], [-0.27, -0.63, -0.66], [0.78, 1.10, 0.00], [-0.27, 0.05, -0.09], [0.43, -0.30, 0.15], [0.80, 0.15, 0.12], [0.37, -0.08, 0.52], [-0.27, 0.31, 0.01], [-0.13, -0.34, -0.13], [1.09, 0.36, 0.65], [-0.10, 0.38, -0.21], [0.44, 0.09, 0.53], [0.19, -0.21, -0.56], [0.39, 0.20, 0.20], [0.14, 0.32, -0.38], [0.19, -0.23, 0.56], [1.06, 0.27, 0.12], [0.33, -0.76, -0.55], [-0.16, -0.54, -0.27], [-0.63, -0.11, -1.43], [-1.08, 0.30, 0.08], [0.42, -0.22, 0.09], [0.08, -0.63, -0.18], [-0.30, 0.38, 0.56], [0.32, -0.49, 0.11], [-0.41, 0.12, 0.16], [-0.03, -0.09, -0.11], [-0.20, -0.01, 0.27], [-0.17, -0.07, 0.19], [-0.04, -0.05, 0.33], [-0.10, 0.10, 0.03], [0.52, 0.84, 0.93], [-0.55, 0.04, 0.08], [-0.28, 0.17, -0.19], [-0.55, 0.03, 0.03], [-1.64, -0.10, -0.31], [-0.29, 0.21, 0.11], [0.02, -0.43, -0.32]]}

Entry 2:
{"formula": "C28H34ClN4O4PSiTi", "method": "ωB97M-V with the def2-TZVPD basis set", "s2": 0.75, "e_lumo_ev": [2.55, 2.55], "charge": -1, "homo_lumo_gap_ev": [6.84, 7.60], "relative_energy_ev": 1.278, "spin_multiplicity": 2, "largest_force_ev_per_a": 5.64, "e_tot_ha": -3548.145319, "symbols": ["O", "H", "Ti", "N", "C", "H", "H", "C", "H", "H", "H", "H", "H", "C", "C", "H", "H", "N", "H", "H", "H", "C", "H", "C", "H", "H", "C", "O", "H", "H", "C", "C", "O", "H", "C", "H", "C", "H", "C", "H", "H", "H", "Cl", "C", "H", "H", "C", "C", "H", "H", "C", "O", "C", "C", "C", "H", "C", "H", "H", "H", "C", "H", "C", "P", "C", "C", "H", "C", "C", "C", "Si", "C", "N", "N"], "positions_angstrom": [[-0.7469, 2.3720, -0.5695], [4.8404, 2.1289, -2.3843], [0.6531, 1.1944, 0.3429], [2.3433, 1.2378, -0.7914], [-3.5552, -0.4177, 0.7667], [0.6652, 3.6469, -4.3619], [1.2665, 3.3787, -1.8984], [-1.0608, 0.5237, 3.1314], [-2.2566, 0.5836, 5.6831], [5.3805, 3.3289, 0.8234], [1.4101, 1.8837, -5.9676], [5.1998, 0.4231, -2.3868], [0.7919, -0.6689, 5.6596], [5.1642, 1.2934, -1.7534], [-0.8131, -1.3198, -3.4751], [2.2245, -1.3876, 3.7902], [3.9904, 0.4279, 2.1685], [-0.3381, -0.2237, -1.0555], [0.4993, -1.9831, -0.4635], [-3.6825, -4.6821, 1.0002], [2.7094, -0.1406, -5.1942], [2.6306, 0.4386, -3.0959], [3.0891, -0.4210, -2.6620], [-1.1922, 0.0018, -3.2830], [-1.4590, 2.1055, 5.1883], [-3.8325, -2.1494, -2.6572], [-4.0974, 0.2790, -0.3408], [-2.1839, 1.0097, 2.9745], [-3.0853, -3.4502, -0.7354], [3.5610, 3.8281, 0.8288], [-3.2272, -1.7489, 0.6778], [-1.3053, 0.9911, 5.4840], [1.6043, -0.5484, 1.2298], [-0.6779, 1.0108, 6.4432], [-1.3543, 1.9360, -1.6501], [-3.3877, 0.0699, 1.6934], [-0.0024, -1.4858, -1.2468], [-0.9914, -1.9071, -4.3414], [-3.7801, -1.6950, -1.6418], [-4.6620, -1.6270, 3.0522], [-2.8687, -4.8728, 2.6118], [-1.6753, 0.5518, -4.1297], [1.3411, 2.7842, 2.0116], [-2.7682, -4.4151, 1.7130], [-4.4465, 1.2623, -0.2828], [5.6451, 0.1980, 1.4548], [4.3562, 3.2981, 0.3244], [1.7215, 1.7927, -4.9249], [6.1265, 1.5580, -1.3783], [-1.8350, -4.8397, 1.1616], [-0.3590, -2.0636, -2.4077], [-2.0308, 2.6090, -2.4167], [1.3067, 2.8628, -4.0045], [-4.3588, -2.7102, 2.9239], [4.5136, 0.2492, 1.2391], [-5.0640, -3.2309, 2.3575], [0.5411, -0.5042, 4.6039], [-4.6076, 0.2072, -2.4050], [4.1391, -0.7244, 0.8816], [4.4053, 3.9611, -0.5467], [1.5484, 2.6298, -2.6158], [-0.1774, -3.1430, -2.5866], [-3.3029, -2.4436, -0.5719], [-2.6828, -2.6628, 2.1688], [0.8443, -0.5433, 2.2339], [-0.9449, 0.4905, -2.0091], [-4.3457, -3.1185, 3.9834], [-4.2686, -0.4173, -1.5811], [2.1336, 1.4550, -2.1959], [1.2484, -0.9745, 3.5413], [4.0049, 1.4254, -0.2243], [2.3884, 0.6551, -4.4474], [-0.5650, 0.2762, 4.4517], [-0.2950, 0.1604, 2.0840]], "forces_ev_per_angstrom": [[-0.68, -0.85, -0.41], [0.04, -0.07, -0.02], [0.60, 0.29, -0.26], [0.08, 0.11, -0.10], [-0.83, 0.79, -1.44], [0.16, 0.43, -0.02], [-0.12, 0.04, 0.29], [-1.09, -0.22, -0.06], [-1.08, -0.64, 0.12], [-1.38, 0.21, -0.27], [0.37, -0.11, 0.22], [0.08, -0.45, 0.08], [0.26, -0.01, -0.56], [-1.05, 0.57, 0.57], [-0.78, 0.04, 0.80], [-0.31, -0.25, -0.59], [-0.17, 0.36, 0.15], [0.20, 1.55, 0.14], [0.46, -0.43, 0.84], [1.68, 0.56, 1.63], [-0.45, 1.09, 0.93], [-1.91, 2.59, -0.05], [0.21, -0.46, -0.03], [-0.07, -0.54, -1.10], [0.35, -2.03, 0.26], [0.13, -0.03, 0.83], [0.22, -3.00, -0.61], [0.97, 0.16, 0.93], [0.58, -1.39, 0.07], [-0.05, -0.51, 1.05], [0.59, -2.36, -1.45], [2.21, 2.21, 1.06], [0.00, -0.49, -0.32], [-0.85, -0.21, -1.29], [1.34, 0.75, 0.29], [0.00, 0.58, 0.56], [-0.69, 0.90, 0.27], [-0.21, 0.16, -1.07], [-0.40, -1.41, -2.25], [0.07, -1.18, -0.21], [-0.33, -1.80, 2.64], [0.60, -0.14, 1.31], [-0.09, -0.03, -0.01], [0.40, -0.25, -5.62], [-0.17, 1.45, 0.34], [-1.66, 0.15, -0.53], [0.99, -0.80, -0.72], [-0.95, 2.01, 1.61], [1.06, 0.05, 0.16], [-1.43, 0.82, 1.07], [0.83, -2.33, -1.67], [0.11, -0.81, 0.55], [0.98, -3.74, -0.08], [0.78, 2.21, 3.00], [0.92, -0.14, -1.09], [-1.15, -0.78, -1.07], [-0.44, 0.49, 0.29], [-0.03, -0.66, -0.18], [0.42, 0.04, 0.26], [0.50, -0.39, -0.50], [-0.38, 0.78, -2.51], [0.00, 0.76, 0.28], [-0.93, 3.40, 0.96], [-0.30, 0.54, 0.23], [0.12, 1.23, 0.77], [-0.88, 0.68, -0.28], [0.11, 0.26, -1.20], [0.89, 2.20, 2.52], [1.74, -1.75, 1.15], [0.16, -0.08, 1.37], [-0.19, 1.26, 0.39], [0.40, -1.14, -1.03], [-0.85, 0.42, -1.40], [0.32, -0.66, -0.01]]}

Entry 3:
{"formula": "C28H34ClN7P2S3Tl", "method": "ωB97M-V with the def2-TZVPD basis set", "e_lumo_ev": -3.90, "charge": 1, "homo_lumo_gap_ev": 6.44, "relative_energy_ev": 0.859, "largest_force_ev_per_a": 1.90, "e_tot_ha": -3980.423932, "symbols": ["H", "H", "H", "H", "C", "C", "H", "C", "C", "H", "H", "H", "N", "H", "C", "H", "H", "S", "C", "H", "H", "H", "C", "C", "C", "N", "H", "N", "C", "N", "P", "C", "P", "H", "H", "H", "C", "H", "H", "C", "Tl", "Cl", "H", "C", "H", "H", "H", "C", "N", "H", "H", "C", "H", "C", "C", "C", "C", "C", "H", "C", "C", "S", "H", "S", "H", "N", "H", "H", "H", "C", "C", "C", "C", "C", "N", "H"], "positions_angstrom": [[-4.3995, 3.1098, -0.5430], [3.4720, -3.3140, -0.7263], [-4.5305, 3.9513, 1.8039], [-2.6649, -4.1360, -0.5631], [0.8841, -4.2221, 0.7717], [-0.8994, -1.8672, -3.9329], [-1.4113, -4.4838, -6.7149], [-3.6306, 2.8659, 0.1742], [-2.5376, 2.0979, -0.1985], [-0.0633, -5.0461, -4.7236], [0.6633, 4.0798, -4.1336], [3.6996, 4.8621, -0.9997], [-2.4148, -3.5704, 0.2308], [2.7365, 1.5030, 4.3708], [2.8931, 4.3512, -0.5138], [3.4939, -0.9361, 2.5076], [0.1381, 3.6676, 1.4369], [1.8417, 5.1746, 0.5633], [2.5685, -1.1245, 3.0552], [1.7808, 2.6148, 3.3679], [0.7446, -4.5320, -0.2634], [-0.0428, 3.3951, -1.8537], [1.9476, -2.4546, 2.6474], [2.4097, 1.7265, 3.3575], [-3.7131, 3.3264, 1.4787], [1.4542, 2.6885, 0.1323], [0.2733, -3.3642, -2.9510], [-0.8200, -1.1185, -1.6381], [0.2477, 0.7613, -4.5676], [-1.4243, -2.2112, -1.2470], [1.4517, 0.3032, 2.7332], [3.4653, 0.1483, -0.1249], [1.7328, -2.5843, 0.8071], [0.3077, -0.0247, -5.3037], [-0.2282, 1.0266, 4.3625], [-2.5094, -2.2787, -6.8733], [-1.2869, -3.7602, -5.9231], [3.2689, 1.8923, 2.7146], [-2.8221, -3.7565, 1.1295], [0.9907, 3.7031, 0.7904], [0.3715, 0.2293, 0.0170], [-2.7542, 3.4644, 4.0179], [0.7529, -0.3142, 4.9718], [-1.7717, -2.4151, -0.0020], [2.7878, -1.1146, 4.1279], [0.8777, 2.3238, -5.8942], [1.4805, -4.9685, 1.2964], [-0.5190, -4.0714, -4.8118], [-1.5696, 1.7830, 0.6478], [3.0233, 2.3220, -1.2298], [0.9601, -2.5697, 3.1061], [0.2304, 0.0758, 4.0979], [-0.5473, -0.6218, 3.7960], [-0.1542, 0.4658, -3.2606], [-0.6188, -0.8665, -2.8919], [0.5649, 2.0671, -4.8924], [2.5271, 3.0490, -0.6179], [0.0709, 2.6632, -2.6410], [-0.8763, 1.8481, 2.5690], [-1.6591, 2.1810, 1.9059], [-2.7098, 2.9619, 2.3703], [-1.4779, -1.3848, 1.3339], [-2.1968, -0.6132, -5.0942], [2.6112, -0.1725, -1.4987], [-2.4204, 1.7261, -1.2040], [4.0492, 0.3983, 0.8398], [-0.0904, -4.1316, 1.2466], [3.6879, -4.0431, 0.8800], [2.5902, -3.2782, 2.9751], [-0.3345, -3.1343, -3.8133], [3.4315, -3.1281, 0.3458], [-1.8940, -2.5185, -6.0194], [-1.7069, -1.5732, -5.0279], [0.4543, 3.0462, -3.9153], [-0.1981, 1.4119, -2.3115], [4.1559, -2.3518, 0.5847]], "forces_ev_per_angstrom": [[-0.01, -0.01, -0.05], [0.03, -0.01, -0.04], [-0.09, 0.01, 0.05], [-0.04, -0.03, -0.03], [0.09, 0.33, -0.09], [-0.14, -0.20, -0.15], [-0.04, -0.07, -0.03], [0.10, 0.03, 0.18], [-0.21, 0.10, -0.24], [0.05, -0.07, -0.01], [0.01, 0.15, 0.00], [0.18, 0.04, -0.11], [-0.16, -0.18, -0.04], [0.06, 0.03, 0.11], [-0.26, 0.11, 0.18], [-0.07, -0.01, 0.17], [-0.20, -0.02, 0.16], [-0.04, -0.54, -0.14], [-0.03, 0.14, -0.09], [0.00, 0.07, 0.03], [-0.06, -0.07, -0.01], [0.08, 0.09, 0.07], [-0.06, 0.02, -0.24], [-0.16, -0.16, -0.24], [0.18, -0.10, 0.04], [-0.43, -0.44, 0.07], [0.03, -0.03, 0.07], [0.66, 1.57, 0.47], [-0.02, -0.11, 0.30], [-0.51, -1.59, -0.89], [0.16, -0.08, 0.14], [0.39, -0.01, -0.01], [0.11, -0.59, 0.40], [0.01, -0.02, -0.02], [-0.03, 0.03, 0.05], [-0.07, -0.02, -0.07], [-0.03, 0.00, -0.04], [0.07, 0.03, -0.04], [0.03, 0.04, -0.01], [0.11, 0.73, 0.21], [-0.26, -0.56, 0.31], [0.06, -0.03, -0.03], [0.01, 0.01, 0.01], [0.25, 0.54, 0.09], [0.02, 0.07, -0.04], [0.03, -0.01, -0.04], [0.01, -0.03, 0.01], [0.00, -0.06, 0.01], [0.27, -0.10, -0.16], [0.04, -0.08, -0.14], [0.07, -0.13, -0.03], [0.04, 0.02, -0.39], [-0.05, -0.03, 0.08], [0.29, 0.69, -0.35], [-0.44, -0.92, 0.71], [-0.01, 0.16, 0.21], [0.67, 0.49, -0.22], [0.09, 0.24, -0.13], [0.06, 0.09, 0.15], [-0.30, 0.09, 0.40], [0.00, -0.10, -0.33], [0.28, 0.52, 0.13], [0.00, 0.13, -0.06], [-0.86, 0.03, -0.27], [-0.02, -0.04, -0.16], [0.28, 0.20, 0.29], [0.00, -0.06, -0.03], [0.05, -0.02, 0.01], [-0.14, 0.02, 0.07], [0.11, 0.12, -0.14], [-0.20, 0.10, 0.00], [-0.07, -0.01, -0.12], [0.09, -0.10, 0.17], [-0.02, -0.14, -0.15], [-0.12, -0.25, 0.04], [0.04, 0.01, -0.02]]}

> Look up the charge of the first one.

-2